The following is a quantum chemistry calculation of C22H43Br4F6N6O8RbS2 as an isolated structure in a non-equilibrium geometry, from the Open Molecules 2025 dataset.

Highest occupied orbital energy ... -8.389 eV
HOMO-LUMO gap ... 6.012 eV
Molecular weight ... 1102.8 g/mol

Geometry (Å):
Rb1 -3.873 5.744 1.719
C1 0.947 0.593 3.412
F1 -0.414 0.545 3.442
F2 1.512 0.312 4.585
F3 1.340 -0.290 2.544
S1 1.480 2.375 2.903
O1 0.799 3.133 3.955
O2 2.943 2.414 2.987
N1 0.798 2.616 1.226
S2 1.957 2.236 0.306
O3 2.886 3.355 0.102
O4 2.518 0.934 0.512
C2 0.936 2.102 -1.360
F4 0.146 1.064 -1.306
F5 0.194 3.170 -1.572
F6 1.785 1.876 -2.371
C3 11.264 3.565 -0.159
O5 11.952 4.231 -1.029
N2 11.170 2.233 -0.091
C4 11.994 1.268 -0.830
C5 10.093 1.568 0.762
H1 10.627 3.998 0.628
H2 11.476 0.849 -1.692
H3 12.243 0.466 -0.135
H4 12.988 1.616 -1.109
H5 9.602 2.242 1.464
H6 9.413 1.150 0.019
H7 10.392 0.708 1.360
C6 -1.844 -6.892 8.461
O6 -2.838 -7.411 7.886
N3 -0.590 -6.916 8.015
C7 0.560 -6.574 8.893
C8 -0.154 -7.616 6.772
H8 -1.909 -6.418 9.452
H9 1.333 -7.319 9.081
H10 0.356 -6.259 9.917
H11 1.086 -5.714 8.479
H12 0.652 -7.044 6.312
H13 0.219 -8.612 7.010
H14 -0.950 -7.771 6.044
C9 0.046 8.534 -9.180
O7 -0.985 8.010 -9.573
N4 0.089 9.498 -8.271
C10 1.116 10.540 -8.268
C11 -0.968 9.740 -7.323
H15 1.022 8.405 -9.673
H16 2.081 10.218 -8.661
H17 1.295 10.879 -7.248
H18 0.697 11.370 -8.837
H19 -1.057 10.824 -7.251
H20 -1.822 9.135 -7.626
H21 -0.679 9.384 -6.334
C12 -9.534 2.136 5.683
O8 -8.699 2.605 4.948
N5 -9.297 1.197 6.672
C13 -10.306 0.999 7.703
C14 -7.961 0.537 6.865
H22 -10.555 2.534 5.796
H23 -10.636 -0.038 7.766
H24 -11.274 1.491 7.599
H25 -9.888 1.416 8.619
H26 -7.476 0.690 7.829
H27 -8.112 -0.521 6.648
H28 -7.322 0.988 6.107
C15 -5.529 -3.916 0.666
C16 -4.807 -5.075 1.374
C17 -5.377 -6.501 1.221
C18 -6.827 -6.625 1.598
N6 -7.940 -6.719 1.919
H29 -6.556 -3.789 1.008
H30 -5.728 -4.112 -0.388
H31 -5.020 -2.952 0.706
H32 -4.672 -4.855 2.433
H33 -3.777 -5.130 1.021
H34 -4.886 -7.276 1.810
H35 -5.316 -6.936 0.224
Br1 5.568 -3.724 -3.958
C19 4.861 -5.479 -3.335
C20 3.830 -5.249 -2.215
Br2 3.120 -7.022 -1.622
H36 5.671 -6.115 -2.978
H37 4.254 -5.932 -4.119
H38 2.999 -4.624 -2.541
H39 4.292 -4.690 -1.401
Br3 1.177 -0.760 -10.567
C21 0.029 0.835 -10.891
C22 -0.849 0.647 -12.214
Br4 -2.291 -0.572 -11.829
H40 0.802 1.594 -11.016
H41 -0.529 1.079 -9.987
H42 -0.149 0.193 -12.915
H43 -1.212 1.604 -12.589